Entry 1:
124
Properties=species:S:1:pos:R:3:forces:R:3 method="wB97M-V/def2-TZVPD" total_energy_ev=-106420.492 gap_ev=8.291 lumo_ev=0.275 homo_energy_ev=-8.02
C -4.7492 3.3031 -1.8607 1.1912 -0.8710 -0.2675
C -4.3485 1.8659 -1.1087 -1.3962 1.1102 -1.5976
Cl -4.5452 2.1659 0.7094 0.5998 -0.4576 -1.4006
C -5.4911 0.7745 -1.5518 -1.1639 1.5398 -0.0553
O -5.3798 -0.5409 -0.9039 3.9062 0.8575 -1.4367
P -3.7683 -1.1937 -0.9888 -0.7666 -6.0141 2.5749
O -3.9322 -2.7904 -0.8312 0.5305 6.2926 -1.1116
O -2.8835 -0.7983 -2.4354 -2.4985 -0.4835 2.3535
C -3.5568 -1.2737 -3.6544 -0.2639 0.5905 -2.1815
C -2.4023 -1.4954 -4.8399 -0.8020 -0.0891 0.4286
C -2.5577 -0.3518 -6.0078 0.9975 0.0636 -0.0825
C -2.1039 1.1612 -5.5554 -1.0548 -0.7658 0.9786
N -0.6137 1.2863 -5.2475 2.9700 1.8486 1.4670
C -0.1803 2.4715 -4.3858 4.6608 -1.5183 -0.0699
C 1.4556 2.4635 -4.0964 -4.6945 -4.2181 -3.5842
C 1.8785 1.1082 -4.9282 -3.6023 1.0538 0.0263
C 0.5677 0.4265 -5.6419 1.6970 3.7997 3.0379
O -2.9043 -0.6543 0.4348 -0.4962 -0.1845 -4.4944
Si -1.1626 -0.6952 0.2047 1.4277 -0.7327 0.8081
C -0.6896 -2.4910 -0.3671 0.1406 -1.1640 0.3110
C -0.4551 0.6997 -0.9222 0.5425 1.0402 -0.5045
C -0.2827 -0.4659 1.9461 0.2442 0.8097 0.0021
H -5.2546 3.0003 -2.8727 0.7073 0.8526 1.9000
H -3.7098 3.8163 -2.1437 -2.4683 -0.8154 0.7652
H -5.4150 3.9820 -1.1709 1.3623 -1.4606 -1.5782
H -3.2609 1.6181 -1.4624 -2.0381 0.1005 1.2207
H -6.5357 1.2298 -1.1968 2.3364 -1.0732 -0.6117
H -5.6034 0.6745 -2.7350 0.6810 0.1327 2.5043
H -4.2329 -2.2258 -3.4930 1.5569 1.9383 -0.0453
H -4.2100 -0.3568 -4.0518 1.0885 -2.1061 0.9424
H -2.5829 -2.5487 -5.3233 0.3765 2.0465 0.9000
H -1.3473 -1.5072 -4.3334 -1.9728 0.2006 -1.0311
H -1.8621 -0.6776 -6.8976 -1.4970 0.6586 1.5519
H -3.6620 -0.2930 -6.3945 2.1084 -0.1774 0.7653
H -2.5014 1.9495 -6.3242 1.1414 -1.5064 1.2695
H -2.6571 1.3915 -4.5237 1.1772 -0.4125 -2.1676
H -0.8417 3.3225 -3.9250 0.8468 -2.2759 -1.3375
H 2.0943 3.2140 -3.4514 -1.5635 -1.8181 -1.6295
H 2.9837 0.6918 -4.9808 -2.7625 0.8536 -0.0345
H 0.4876 -0.5319 -6.3211 0.0632 2.3816 1.6917
H -1.3573 -2.8842 -1.2445 1.4369 0.6460 1.6371
H -0.8979 -3.1938 0.5748 0.3397 1.4231 -2.0390
H 0.4652 -2.6217 -0.6025 -2.4276 0.4046 0.3310
H -0.8376 1.7799 -0.5948 0.8098 -2.2608 -0.7107
H -0.6590 0.5461 -2.0650 0.3823 0.3549 2.1527
H 0.7250 0.6897 -0.7704 -2.4455 0.0430 -0.3254
H 0.8905 -0.6171 1.7887 -2.6450 0.0988 0.3625
H -0.6962 -1.2018 2.7590 0.8927 1.5713 -1.4512
H -0.4295 0.6743 2.2379 0.2714 -2.4171 -0.1638
C -2.0560 1.6223 7.0303 0.0616 0.3280 0.0565
C -0.8918 0.7289 6.6361 -0.5774 -0.2107 0.4726
O -0.0497 1.3840 5.6793 1.0002 0.6314 0.1401
C 0.8095 2.3014 6.1866 -0.3129 0.1674 0.6848
O 0.9267 2.6036 7.3646 -0.0727 -0.4768 -1.7478
O 1.4984 2.8516 5.1556 -0.6189 -0.5068 0.8245
C 2.3808 3.9019 5.5459 0.3595 0.4386 0.0979
H -2.5959 1.9663 6.1428 0.0138 -0.2008 0.0561
H -2.7498 1.0876 7.6846 0.0839 0.0031 -0.1084
H -1.7073 2.5168 7.5565 0.0182 -0.2162 0.0001
H -1.2774 -0.1756 6.1530 0.2719 0.2561 -0.1721
H -0.3147 0.4064 7.5098 0.0282 0.2384 -0.1824
H 3.0513 3.5822 6.3491 -0.2592 0.0589 -0.0503
H 1.8008 4.7787 5.8515 0.1404 -0.1856 0.1049
H 2.9880 4.1737 4.6788 -0.2520 -0.2441 -0.0285
C -3.8659 -2.9799 4.0968 -0.2842 -0.1264 0.0320
C -3.0058 -3.0859 5.3450 0.1903 -0.0999 -0.7275
O -3.7779 -2.8064 6.5195 -0.4945 -0.7066 0.7206
C -4.5630 -3.8201 6.9590 -0.1320 -0.4137 -0.4894
O -4.6592 -4.9277 6.4522 0.1915 1.5770 0.8191
O -5.2502 -3.3833 8.0440 0.6903 -0.2200 -0.7582
C -6.1849 -4.3314 8.5557 -0.3774 -0.3061 0.2272
H -4.3745 -2.0117 4.0599 0.2102 -0.0261 -0.0281
H -3.2572 -3.0974 3.1963 -0.0496 0.0489 0.0797
H -4.6455 -3.7486 4.0875 0.2247 0.0320 0.0130
H -2.2107 -2.3334 5.3012 -0.2439 -0.0262 0.3108
H -2.5193 -4.0647 5.4198 -0.2556 0.0956 0.1074
H -5.7092 -5.2980 8.7464 -0.0814 0.1585 -0.2044
H -7.0204 -4.4420 7.8570 0.2032 -0.1374 0.0735
H -6.5737 -3.9467 9.5019 0.2336 0.1786 -0.2260
C 7.3403 0.1566 0.9273 -0.2830 -0.2030 -0.0200
C 7.2831 1.3712 1.8386 0.5490 -0.4056 -0.0867
O 6.0290 2.0511 1.7010 -0.8318 -0.1096 0.6108
C 4.9845 1.4920 2.3595 -0.0504 -0.5568 0.0874
O 5.0247 0.4842 3.0491 -0.0268 1.4790 -0.9105
O 3.8756 2.2276 2.0961 1.1631 -0.3769 0.1510
C 2.6804 1.6933 2.6620 -0.4760 -0.2838 0.1868
H 7.1117 0.4380 -0.1052 0.1596 0.0684 0.1098
H 8.3307 -0.3054 0.9600 -0.0803 0.0915 -0.0003
H 6.6006 -0.5946 1.2229 0.1639 0.1246 0.0769
H 8.0634 2.0815 1.5438 -0.4023 0.0987 0.0271
H 7.4702 1.1024 2.8840 -0.2550 0.0043 -0.1567
H 2.7935 1.5109 3.7348 0.0386 -0.0929 -0.3818
H 2.4028 0.7721 2.1397 0.1562 0.1289 0.2130
H 1.8817 2.4257 2.5200 0.3392 0.0022 -0.0754
C 5.9506 7.9766 -5.9603 -0.2976 0.1785 -0.0358
C 5.9142 6.4792 -6.2163 0.5231 0.4216 -0.1778
O 4.7458 5.8917 -5.6301 -0.9317 -0.2066 -0.4840
C 3.5960 6.0521 -6.3296 -0.0626 0.4418 -0.3410
O 3.4778 6.6366 -7.3960 0.1856 -0.9008 1.4731
O 2.5887 5.4775 -5.6256 0.9384 0.3372 -0.4891
C 1.3008 5.6526 -6.2128 -0.5546 0.0485 -0.1476
H 5.8502 8.1877 -4.8913 0.1555 -0.1044 -0.0879
H 6.8875 8.4084 -6.3225 -0.0725 -0.0842 0.0526
H 5.1211 8.4839 -6.4635 0.1678 -0.1390 -0.0335
H 6.7802 6.0093 -5.7374 -0.3947 -0.1149 0.0712
H 5.9734 6.2496 -7.2859 -0.2381 0.0555 0.1758
H 1.2917 5.3309 -7.2585 0.0932 0.1799 0.1674
H 0.9938 6.6999 -6.1271 0.1061 -0.1246 -0.1915
H 0.5890 5.0368 -5.6574 0.3956 -0.0124 0.0585
C 3.3411 -8.2924 -1.3440 -0.2825 -0.2040 -0.0188
C 3.2839 -7.0778 -0.4327 0.5386 -0.4009 -0.0815
O 2.0298 -6.3979 -0.5702 -0.8273 -0.1099 0.6012
C 0.9854 -6.9570 0.0882 -0.0691 -0.5482 0.1038
O 1.0256 -7.9648 0.7778 -0.0158 1.4711 -0.9118
O -0.1236 -6.2214 -0.1752 1.0931 -0.4290 0.2062
C -1.3188 -6.7557 0.3907 -0.5672 -0.1246 0.1871
H 3.1125 -8.0111 -2.3765 0.1595 0.0678 0.1088
H 4.3315 -8.7544 -1.3113 -0.0796 0.0907 -0.0007
H 2.6015 -9.0436 -1.0484 0.1648 0.1256 0.0762
H 4.0642 -6.3676 -0.7274 -0.4013 0.0998 0.0287
H 3.4711 -7.3467 0.6127 -0.2544 0.0061 -0.1580
H -1.2057 -6.9381 1.4635 0.0864 -0.1021 -0.2358
H -1.5964 -7.6769 -0.1316 0.1021 0.0625 0.2263
H -2.1174 -6.0233 0.2487 0.3375 0.0503 -0.1410

---

Entry 2:
57
Properties=species:S:1:pos:R:3:forces:R:3 method="wB97M-V/def2-TZVPD" total_energy_ev=-59049.321 gap_ev=6.653 relative_energy_kcal_mol=5.5 charge=+3 lumo_ev=-11.133 homo_energy_ev=-17.79
Ta 0.3013 -0.0577 -0.0170 -0.3756 0.2377 0.2280
C -0.9909 -3.7559 -0.5216 0.0284 -0.0073 0.0140
C -1.9003 -2.6146 -0.2105 -0.0696 0.0678 0.0359
C -3.2828 -2.7327 -0.1790 -0.0096 0.0002 0.0076
C -4.0706 -1.6272 0.1121 0.0217 0.0118 -0.0031
C -3.5056 -0.3739 0.3711 0.0620 -0.1009 0.0031
C -2.1359 -0.3125 0.3485 0.3408 0.0480 -0.0119
N -1.3627 -1.4057 0.0605 -0.0622 -0.1097 0.0721
N -1.2703 0.8166 0.5611 -0.1385 0.1960 -0.0390
Si -1.8534 2.4967 1.2671 -0.0743 -0.0688 -0.0171
C -3.1426 3.0631 0.0544 0.0183 -0.0415 0.0361
C -0.3346 3.5515 1.2588 0.0043 -0.0607 -0.0558
C -2.4620 2.0432 2.9556 0.0274 0.0396 -0.0381
H -1.2183 -4.1687 -1.5056 -0.0011 -0.0022 0.0012
H -1.1391 -4.5645 0.1966 -0.0059 -0.0066 -0.0092
H 0.0588 -3.4608 -0.5016 -0.0042 0.0028 -0.0113
H -3.7369 -3.6937 -0.3791 -0.0050 0.0028 -0.0025
H -5.1481 -1.7340 0.1377 -0.0019 -0.0004 0.0003
H -4.1112 0.4914 0.5931 0.0035 0.0147 0.0039
H -2.9945 2.6570 -0.9484 0.0147 0.0163 -0.0055
H -3.0845 4.1506 -0.0341 -0.0072 0.0079 0.0156
H -4.1590 2.8290 0.3746 0.0047 -0.0088 0.0034
H 0.1250 3.6471 0.2712 -0.0105 -0.0059 0.0013
H 0.4189 3.2324 1.9795 -0.0031 -0.0039 0.0014
H -0.6383 4.5623 1.5474 -0.0220 -0.0052 0.0190
H -3.1110 2.8378 3.3330 0.0217 0.0251 0.0002
H -1.6320 1.9430 3.6574 -0.0114 -0.0216 0.0050
H -3.0475 1.1222 2.9802 -0.0108 0.0072 -0.0268
F 4.9697 0.3913 2.1756 -0.0418 0.0107 0.0720
C 4.1941 0.3342 3.2656 0.0123 0.0090 -0.0082
F 3.7457 1.5692 3.5233 0.0391 -0.0615 -0.0256
F 4.9065 -0.0972 4.2901 -0.0243 0.0318 -0.0532
C 3.0113 -0.5853 2.9986 -0.0249 -0.0259 0.0358
C 2.7394 -1.7025 3.7826 0.0141 0.0224 -0.0171
C 1.6360 -2.5110 3.5094 -0.0205 0.0153 -0.0294
C 0.8174 -2.1944 2.4499 0.0676 0.0275 0.0933
N 1.0788 -1.1109 1.6911 0.2899 -0.1616 -0.0301
C 2.1484 -0.3274 1.9555 -0.2667 -0.0357 -0.1906
S 2.2153 1.0329 0.7879 0.1456 0.0185 0.2182
H 3.3966 -1.9382 4.6114 0.0010 0.0025 0.0002
H 1.4192 -3.3764 4.1194 0.0092 0.0005 0.0039
H -0.0551 -2.7780 2.1914 0.0061 0.0028 -0.0073
N -0.3893 -0.1197 -4.1560 -0.0207 -0.0062 0.0383
C -0.6980 -0.2206 -2.8871 -0.0489 0.1478 0.0549
N 0.3782 -0.0063 -2.0879 0.0744 -0.1715 -0.4641
C 1.4703 0.2436 -2.9874 0.0336 -0.0229 0.0524
C 2.8163 0.5187 -2.7692 0.0049 -0.0397 0.0038
C 3.5988 0.7262 -3.8901 0.0062 -0.0020 0.0095
C 3.0768 0.6613 -5.1902 -0.0090 -0.0052 -0.0080
C 1.7450 0.3814 -5.4160 0.0353 0.0015 0.0327
C 0.9688 0.1762 -4.2841 0.0034 0.0191 -0.0296
H -1.0455 -0.2373 -4.9194 0.0030 -0.0010 -0.0019
H -1.6966 -0.4316 -2.5357 0.0024 -0.0186 0.0038
H 3.2620 0.5595 -1.7863 -0.0207 0.0046 0.0210
H 4.6504 0.9422 -3.7598 0.0008 -0.0006 -0.0003
H 3.7346 0.8309 -6.0314 -0.0014 0.0035 -0.0011
H 1.3331 0.3273 -6.4145 -0.0050 0.0002 -0.0009

---

Entry 3:
59
Properties=species:S:1:pos:R:3:forces:R:3 method="wB97M-V/def2-TZVPD" total_energy_ev=-93892.337 gap_ev="7.218 / 7.455" relative_energy_kcal_mol=2.5 charge=+1 lumo_ev="-2.371 / -2.423" homo_energy_ev="-9.59 / -9.88" multiplicity=5
Cr 0.7641 -0.5781 0.7756 -0.3106 -0.1491 0.3003
C 1.6246 1.7334 2.9437 -0.0382 0.0041 0.0353
C 0.2948 1.1402 3.3097 0.0567 -0.0200 -0.0747
C -0.3395 1.5242 4.5045 -0.0349 0.0385 0.0606
C -1.5389 0.9697 4.8387 0.0159 -0.0080 -0.0225
C -2.1381 0.0206 3.9866 0.1003 0.0178 -0.0937
C -3.3776 -0.5813 4.2888 -0.0744 -0.0352 0.0128
C -3.9104 -1.4960 3.4269 -0.0128 0.0051 0.0331
C -3.2335 -1.8399 2.2440 0.0675 0.0598 0.0073
C -2.0228 -1.2754 1.9115 -0.0713 0.0116 -0.0605
S -1.2235 -1.7147 0.4117 0.1592 -0.1421 0.0263
C -1.4522 -0.3230 2.7984 -0.1029 -0.0022 0.0982
N -0.2386 0.2479 2.4902 0.1413 0.0357 -0.2629
H 1.8560 2.5863 3.5776 0.0029 -0.0113 0.0138
H 1.6293 2.0572 1.9048 0.0080 0.0027 0.0009
H 2.4184 0.9936 3.0761 0.0104 0.0066 -0.0170
H 0.1365 2.2576 5.1398 0.0012 -0.0044 -0.0009
H -2.0453 1.2484 5.7549 0.0102 0.0095 0.0013
H -3.8845 -0.3059 5.2045 -0.0073 -0.0071 -0.0060
H -4.8595 -1.9670 3.6456 0.0015 0.0107 0.0126
H -3.6703 -2.5655 1.5706 0.0071 -0.0030 -0.0085
O 2.0551 0.7766 -0.0982 0.0602 0.2106 0.1827
S 3.3626 1.2576 -0.6995 -0.0672 -0.1751 -0.1653
C 4.0788 -0.2381 -1.4267 -0.0147 0.0416 0.0257
C 4.6978 -1.1312 -0.3576 0.0521 -0.0357 -0.0020
C 4.8178 -2.5989 -0.8319 -0.0443 0.0495 0.0392
C 4.0875 -3.5943 0.0648 -0.0614 0.0237 -0.0171
S 2.2762 -3.5041 -0.0192 0.0919 -0.1033 -0.0014
O 2.0222 -2.0130 0.0799 -0.0053 0.1578 -0.1895
C 2.0421 -3.8871 -1.7454 -0.0213 -0.0267 0.0623
C 2.3706 -5.1567 -2.2013 -0.0008 -0.0301 -0.0104
C 2.1608 -5.4640 -3.5357 0.0037 0.0055 0.0082
C 1.6122 -4.5157 -4.3905 -0.0105 0.0260 0.0030
C 1.2634 -3.2607 -3.9130 0.0103 -0.0395 -0.0134
C 1.4752 -2.9392 -2.5793 -0.0090 0.0340 0.0107
C 2.8896 2.0608 -2.2146 0.0917 0.0353 0.0494
C 1.6537 1.8044 -2.7836 -0.0484 -0.0109 -0.0086
C 1.3293 2.4333 -3.9766 0.0094 -0.0010 0.0073
C 2.2350 3.2967 -4.5789 0.0118 0.0027 0.0037
C 3.4668 3.5500 -3.9894 -0.0213 -0.0071 -0.0102
C 3.7985 2.9364 -2.7914 0.0022 0.0033 0.0078
H 4.8037 0.0766 -2.1793 -0.0119 0.0573 0.0079
H 3.2356 -0.7174 -1.9285 0.0171 -0.0186 0.0004
H 4.0732 -1.0972 0.5324 0.0447 0.0379 0.0454
H 5.6741 -0.7350 -0.0752 0.0185 -0.0324 -0.0468
H 5.8663 -2.8973 -0.8598 -0.0064 -0.0171 0.0114
H 4.4486 -2.7049 -1.8552 0.0144 0.0112 -0.0001
H 4.3247 -3.4327 1.1186 -0.0432 -0.0180 0.0138
H 4.3340 -4.6313 -0.1695 0.0025 0.0013 -0.0430
H 2.7753 -5.9043 -1.5291 -0.0025 0.0012 -0.0043
H 2.4163 -6.4475 -3.9059 -0.0008 0.0014 -0.0016
H 1.4435 -4.7633 -5.4297 -0.0002 0.0017 -0.0002
H 0.8165 -2.5312 -4.5748 0.0002 -0.0023 -0.0055
H 1.1879 -1.9729 -2.1858 0.0037 -0.0078 -0.0043
H 0.9514 1.1460 -2.2889 0.0028 0.0012 -0.0028
H 0.3645 2.2542 -4.4314 0.0015 0.0003 -0.0030
H 1.9736 3.7856 -5.5078 0.0031 0.0019 0.0016
H 4.1624 4.2355 -4.4536 -0.0017 0.0003 -0.0014
H 4.7464 3.1448 -2.3089 -0.0007 0.0002 -0.0058